Computed, not measured: a molecular structure, C20H29HgN8S3, with the ωB97M-V functional and the def2-TZVPD basis.

The value obtained for the electronic energy is -69808.360 eV. For the HOMO energy (alpha / beta), the calculation gives -7.197 / -7.184 eV. The orbital gap (alpha / beta) comes out at 7.1 / 4.5 eV. As for the spin multiplicity: 2. The net charge is 0. The largest force on an atom comes out at 0.059 hartree/bohr. Its relative energy (zero: lowest compared OMol25 entry of this formula, charge and spin) is 0.434 eV.

Geometry (Å):
Hg -2.9275 0.6813 1.6815
C -4.4353 -3.7127 -0.3081
N -4.3556 -2.5437 -1.1683
C -5.3518 -2.1723 -2.1711
C -4.8779 -0.8749 -2.8374
N -3.6253 -0.6176 -2.0509
C -2.8833 0.6111 -2.1338
C -3.3799 -1.5701 -1.0966
N -2.2926 -1.5883 -0.3673
C -1.9639 -2.5325 0.6794
C -0.6566 -2.1955 1.3254
N -0.7853 -1.3971 2.5623
C 0.3243 -1.1464 3.2159
N 1.6485 -1.4383 2.9398
C 2.1140 -2.4070 1.9636
C 2.5976 -0.6821 3.7515
C 1.7230 -0.0649 4.8124
N 0.3717 -0.3264 4.3268
C -0.8512 0.0991 4.9738
H -5.4256 -4.1021 -0.4899
H -4.3477 -3.3480 0.7108
H -3.6419 -4.4768 -0.5340
H -6.2607 -1.9230 -1.6508
H -5.5004 -3.0440 -2.8680
H -5.5962 -0.0723 -2.6754
H -4.6098 -1.0203 -3.8939
H -2.6889 0.8553 -3.1850
H -1.9262 0.5372 -1.6120
H -3.4095 1.5270 -1.7511
H -1.8517 -3.5489 0.2228
H -2.7755 -2.5651 1.4157
H 0.0670 -1.7344 0.6593
H -0.2016 -3.2145 1.6512
H 1.7739 -2.1883 0.9697
H 1.7699 -3.4319 2.1840
H 3.1976 -2.3045 1.8946
H 3.2931 -0.0081 3.1979
H 3.2922 -1.4330 4.1592
H 1.8568 1.0139 4.9856
H 1.8482 -0.5216 5.7929
H -0.8078 -0.0756 6.0839
H -1.6827 -0.5010 4.4895
H -0.9853 1.2049 4.7970
S 4.8892 4.6950 0.1730
C 3.4378 3.9255 -0.0986
S 2.1497 3.7929 1.0971
C 1.1876 2.8833 -0.0304
N 1.7757 2.6812 -1.2100
N 2.9770 3.3156 -1.2658
C 3.6889 3.1605 -2.5284
C 4.5784 4.1757 -2.9233
C 5.1917 4.1721 -4.1530
C 4.9233 3.0995 -4.9824
C 4.0400 2.0813 -4.6137
C 3.3088 2.1487 -3.4348
S -0.3630 2.3889 0.3691
H 4.7926 4.9959 -2.2295
H 5.8315 4.9734 -4.4995
H 5.4366 3.0083 -5.9218
H 3.8459 1.2688 -5.3141
H 2.5284 1.4867 -3.0866

Computed, not measured: a single C22H29N3O3S molecule, with the ωB97M-V functional and the def2-TZVPD basis.

The value obtained for the electronic energy is -44733.748 eV. For the HOMO energy, the calculation gives -7.559 eV. The orbital gap comes out at 8.1 eV. The SMILES is CCOc1cc(NC(=S)NCc2ccccc2)c(OCC)cc1NC(=O)C(C)C. The net charge is 0. The largest force on an atom comes out at 0.014 hartree/bohr. Its relative energy (zero: lowest compared OMol25 entry of this formula, charge and spin) is 1.827 eV.

Geometry (Å):
C -3.2473 -4.6596 0.1283
C -3.0533 -3.7201 1.3138
O -3.0050 -2.3590 0.9312
C -1.8871 -1.8715 0.3013
C -0.6863 -2.5371 0.1542
C 0.4166 -1.9549 -0.4767
N 1.5562 -2.7644 -0.5883
C 2.8825 -2.5281 -0.3651
S 3.8806 -3.8472 -0.2486
N 3.3132 -1.2714 -0.1942
C 4.7193 -0.9576 -0.0794
C 4.8916 0.4565 0.3953
C 4.0867 0.9530 1.4149
C 4.2283 2.2586 1.8491
C 5.1801 3.0831 1.2724
C 5.9895 2.5944 0.2614
C 5.8432 1.2897 -0.1770
C 0.2823 -0.6648 -1.0126
O 1.3478 -0.1537 -1.7112
C 1.3073 1.1730 -2.2110
C 1.5310 2.2234 -1.1282
C -0.9178 0.0137 -0.8500
C -1.9965 -0.5628 -0.2007
N -3.2168 0.0906 -0.0242
C -3.5555 1.3731 -0.3315
O -2.8095 2.1679 -0.8613
C -4.9785 1.7186 0.1025
C -4.9528 2.0406 1.5999
C -5.4983 2.9055 -0.7014
H -4.1643 -4.4077 -0.3987
H -2.4181 -4.5799 -0.5702
H -3.3143 -5.6844 0.4822
H -3.9178 -3.7785 1.9813
H -2.1594 -3.9908 1.8877
H -0.5627 -3.5365 0.5413
H 1.3583 -3.7572 -0.5447
H 2.7226 -0.5329 -0.5579
H 5.1585 -1.6633 0.6364
H 5.2335 -1.1068 -1.0385
H 3.3472 0.3080 1.8671
H 3.5951 2.6337 2.6396
H 5.2907 4.1025 1.6110
H 6.7343 3.2324 -0.1911
H 6.4740 0.9133 -0.9695
H 2.1265 1.2033 -2.9353
H 0.3678 1.3529 -2.7433
H 0.7432 2.1857 -0.3804
H 1.5316 3.2104 -1.5814
H 2.4883 2.0652 -0.6348
H -1.0525 1.0069 -1.2396
H -3.9049 -0.4892 0.4376
H -5.6240 0.8498 -0.0675
H -4.3044 2.8943 1.7836
H -5.9537 2.2865 1.9474
H -4.5834 1.1961 2.1785
H -6.4806 3.2058 -0.3452
H -5.5701 2.6481 -1.7553
H -4.8129 3.7431 -0.6036

Computed, not measured: 2 unconnected molecules or ions with the total composition C24H29BF10N3O7S, with the ωB97M-V functional and the def2-TZVPD basis.

The value obtained for the electronic energy is -82824.551 eV. For the HOMO energy, the calculation gives -12.140 eV. The orbital gap comes out at 7.5 eV. The net charge is +1. The largest force on an atom comes out at 0.189 hartree/bohr.

Geometry (Å):
C 3.5510 -1.8880 -0.2743
B 2.2333 -1.5904 0.6897
O 2.0105 -2.5399 1.8080
N 1.2812 -0.4176 0.5520
C 1.6157 1.0870 0.6340
C 3.1058 1.7318 0.8918
C 3.8742 1.8766 -0.5502
F 5.1473 2.6025 -0.3187
C 0.2246 1.9286 0.4217
C -0.1085 3.5320 0.3564
C 1.0544 4.5119 0.9685
O 1.7400 5.2985 0.0960
O 1.3012 4.4625 2.4179
N -0.8793 0.8667 0.2687
C -2.3616 1.1149 0.0905
C -2.8963 1.0581 -1.4575
C -4.5467 1.3230 -1.4032
C -5.3859 -0.0731 -1.5621
C -6.1858 -0.5374 -0.1675
F -6.0435 -2.0418 -0.1536
F -5.4484 0.0164 0.9885
C -7.7235 -0.0192 -0.3464
F -8.3938 -0.8911 -1.3555
F -7.6589 1.4124 -0.8254
S -8.7840 -0.0188 1.1850
F -9.7646 -1.2789 0.4762
F -7.9022 -1.2546 1.9733
F -7.9324 1.2581 1.9448
F -9.8219 1.1913 0.4679
F -9.8641 -0.0185 2.5280
C -0.2098 -0.5116 0.3272
N -1.1637 -1.6610 0.1399
C -1.1722 -2.6440 1.2794
C -0.6847 -4.2078 1.2536
O -1.5950 -2.1677 2.4837
C -1.0915 -2.2994 -1.2225
C -0.1005 -1.6157 -2.3838
O -1.7971 -3.3665 -1.6442
H 4.4882 -1.3189 0.1978
H 3.7903 -3.0512 -0.1532
H 3.3972 -1.5983 -1.3974
H 1.4824 -2.0860 2.5341
H 3.1161 2.7167 1.5241
H 3.7053 0.9247 1.5335
H 3.1354 2.4283 -1.2876
H 4.0225 0.7780 -0.9861
H -0.2035 3.8089 -0.7992
H -1.1760 3.6867 0.8157
H 0.4802 4.0680 2.8492
H -2.9180 0.2406 0.6703
H -2.7265 2.1223 0.5647
H -2.4479 1.9814 -2.0612
H -2.6136 0.0833 -2.0424
H -4.7700 1.9592 -2.3886
H -4.8652 2.0056 -0.5085
H -6.1859 -0.0316 -2.4422
H -4.6155 -0.9219 -1.8832
H 0.3501 -4.3371 0.7219
H -0.6698 -4.7062 2.3371
H -1.4805 -4.7972 0.5875
H -0.2627 -2.1152 -3.4456
H 1.0247 -1.5850 -2.0656
H -0.5115 -0.4994 -2.4920
C 8.3674 0.8338 0.7325
C 7.4367 0.8422 -0.2267
C 7.2372 -0.3232 -1.1107
O 6.3869 -0.3156 -1.9902
C 8.1044 -1.4980 -0.8926
C 9.0351 -1.5064 0.0666
C 9.2346 -0.3410 0.9505
O 10.0849 -0.3485 1.8300
H 8.5273 1.6804 1.3889
H 6.7923 1.6960 -0.3988
H 7.9445 -2.3446 -1.5491
H 9.6795 -2.3601 0.2386

Computed, not measured: 2 unconnected molecules or ions with the total composition C5H5NO, with the ωB97M-V functional and the def2-TZVPD basis.

The value obtained for the electronic energy is -8799.759 eV. For the HOMO energy, the calculation gives -9.872 eV. The orbital gap comes out at 10.2 eV. The SMILES is C=CC#N.C#CO. The net charge is 0. The largest force on an atom comes out at 0.024 hartree/bohr. Its relative energy (zero: lowest compared OMol25 entry of this formula, charge and spin) is 3.660 eV.

Geometry (Å):
C -0.8016 -1.5561 0.2450
C 0.3219 -1.1610 -0.3455
C 1.5624 -1.0894 0.3798
N 2.5704 -1.0915 0.9529
H -0.8256 -1.8100 1.3023
H -1.7244 -1.6446 -0.3209
H 0.3518 -0.8633 -1.3919
C 0.7744 2.0932 -0.3246
C -0.3417 1.6506 -0.2578
O -1.5725 1.1850 -0.2049
H 1.7715 2.4688 -0.3466
H -2.0866 1.8183 0.3123

Computed, not measured: a molecular structure, C5H8N2O2S, with the ωB97M-V functional and the def2-TZVPD basis.

The value obtained for the electronic energy is -23217.081 eV. For the HOMO energy (alpha / beta), the calculation gives -6.176 / -9.531 eV. The orbital gap (alpha / beta) comes out at 6.8 / 6.9 eV. As for the spin multiplicity: 3. The net charge is 0. The largest force on an atom comes out at 0.131 hartree/bohr. Its relative energy (zero: lowest compared OMol25 entry of this formula, charge and spin) is 4.579 eV.

Geometry (Å):
C 0.2701 0.8327 0.0060
C -0.6412 -1.5717 -0.8405
C -1.6788 -0.7730 -0.0472
C -0.3312 -0.4475 0.3440
C 0.1837 -0.9359 1.6848
N 0.3452 3.7270 -2.1110
N 1.4740 0.8309 -0.5962
O -0.2019 1.9458 0.3015
O 2.1330 1.9919 -0.7547
S 0.9378 3.4930 -0.8379
H -0.4199 -2.5622 -0.3933
H -0.5130 -1.4584 -1.9333
H -2.5046 -0.3744 -0.5664
H -2.1098 -1.4959 0.6442
H -0.1468 -0.3817 2.5103
H 1.2833 -0.7476 1.6900
H 0.0432 -2.0343 1.8857
H 1.8768 -0.0387 -0.9863

Computed, not measured: a single C6H4O molecule, with the ωB97M-V functional and the def2-TZVPD basis.

The value obtained for the electronic energy is -8328.958 eV. For the HOMO energy, the calculation gives -9.603 eV. The orbital gap comes out at 8.9 eV. The net charge is 0. The largest force on an atom comes out at 0.016 hartree/bohr. Its relative energy (zero: lowest compared OMol25 entry of this formula, charge and spin) is 3.483 eV.

Geometry (Å):
C 3.3552 -0.7365 0.0812
C 2.0881 -0.7286 0.1315
C 0.7742 -0.4653 0.0726
C 0.1246 0.8765 0.1545
C -1.3370 0.5440 0.1220
C -1.4166 -0.7378 -0.2112
O -0.1649 -1.3533 -0.2932
H 0.4922 1.1909 -0.8371
H 0.4948 1.5948 0.8859
H -2.1657 1.2062 0.3394
H -2.2449 -1.3908 -0.4457

Computed, not measured: a single C6H15N molecule, with the ωB97M-V functional and the def2-TZVPD basis.

The value obtained for the electronic energy is -7954.230 eV. For the HOMO energy, the calculation gives -8.024 eV. The orbital gap comes out at 9.2 eV. The SMILES is CCCNCCC. The net charge is 0. The largest force on an atom comes out at 0.070 hartree/bohr. Its relative energy (zero: lowest compared OMol25 entry of this formula, charge and spin) is 1.537 eV.

Geometry (Å):
C 2.7264 -0.4360 -0.9226
C 1.7487 0.6397 -1.4206
C 0.1934 0.4881 -1.4252
N -0.2593 -0.3328 -0.3092
C -1.6980 -0.3619 -0.0904
C -2.0377 -0.6057 1.4212
C -1.3105 0.4960 2.2735
H 2.7255 -1.3622 -1.4925
H 3.7479 -0.0410 -0.9954
H 2.6140 -0.6780 0.1314
H 1.9792 1.5325 -0.8301
H 1.9606 0.8731 -2.4721
H -0.0901 -0.0511 -2.3315
H -0.1586 1.5001 -1.2856
H 0.1606 -1.1210 0.1484
H -2.0717 -1.2567 -0.6068
H -2.1036 0.5970 -0.4133
H -3.0734 -0.6521 1.7642
H -1.6806 -1.6196 1.6353
H -1.8175 1.4600 2.2514
H -0.4268 0.7560 1.6745
H -1.1286 0.1755 3.2955

Computed, not measured: a gas-phase ion, C4H2NO3 (charge -1), with the ωB97M-V functional and the def2-TZVPD basis.

The value obtained for the electronic energy is -11812.163 eV. For the HOMO energy, the calculation gives -5.094 eV. The orbital gap comes out at 8.9 eV. The SMILES is N#C[C@]1(C(=O)[O-])CO1. The net charge is -1. The largest force on an atom comes out at 0.072 hartree/bohr. Its relative energy (zero: lowest compared OMol25 entry of this formula, charge and spin) is 2.058 eV.

Geometry (Å):
N 2.8485 2.3556 0.6867
C 2.1357 1.5028 0.3673
C 1.3292 0.0655 0.1431
C 2.5360 -1.0160 0.0286
O 2.8155 -1.6677 1.0245
O 2.9575 -1.0110 -1.1280
C 0.1204 0.2758 -0.6273
O 0.0598 0.2069 0.7529
H 0.0523 1.2716 -1.1875
H -0.5821 -0.4304 -1.1715